The following is a quantum chemistry calculation of a structure of composition C26H29ClGaOPSi in a non-equilibrium geometry, from the OMol25 dataset.

Positions of all 60 atoms, in Å:
C -1.220 -1.474 2.301
C -1.009 -1.991 1.035
C 0.428 -2.202 0.808
H -1.813 -2.268 0.392
C 1.147 -1.737 1.887
C 0.128 -1.208 2.868
H 0.578 -0.966 3.852
H -2.083 -0.977 2.755
H 0.865 -2.682 -0.048
H 2.239 -1.631 2.068
Ga 0.059 0.071 0.842
Cl 1.910 1.324 1.051
P 0.020 0.296 -1.410
C 1.248 -0.758 -2.236
C 0.950 -1.465 -3.411
H -0.055 -1.443 -3.823
C 1.940 -2.206 -4.058
H 1.691 -2.756 -4.965
C 3.239 -2.239 -3.553
H 4.009 -2.818 -4.061
C 3.548 -1.523 -2.396
H 4.561 -1.535 -2.000
C 2.561 -0.788 -1.742
H 2.809 -0.222 -0.845
C -1.575 -0.181 -2.106
C -2.034 -1.507 -2.026
H -1.398 -2.285 -1.604
C -3.302 -1.843 -2.496
H -3.644 -2.875 -2.433
C -4.129 -0.862 -3.045
H -5.120 -1.124 -3.410
C -3.680 0.456 -3.123
H -4.319 1.228 -3.545
C -2.413 0.797 -2.658
H -2.068 1.826 -2.718
C 0.350 1.935 -2.063
C 0.859 2.061 -3.362
H 1.107 1.174 -3.938
C 1.064 3.322 -3.920
H 1.464 3.401 -4.930
C 0.764 4.470 -3.188
H 0.927 5.453 -3.625
C 0.259 4.351 -1.892
H 0.028 5.244 -1.314
C 0.049 3.094 -1.329
H -0.340 3.008 -0.316
C 1.739 0.062 5.493
Si -0.032 0.087 4.955
C -1.083 -1.332 5.553
C -0.801 1.651 5.127
O 0.016 0.335 2.815
H 1.632 0.195 6.577
H 2.311 0.905 5.081
H 2.299 -0.867 5.311
H -1.075 -1.143 6.631
H -2.114 -1.274 5.186
H -0.691 -2.342 5.369
H -0.184 2.427 4.694
H -1.803 1.643 4.719
H -0.813 1.709 6.216

Values from the calculation:
gap between HOMO and LUMO (alpha / beta)	4.9 / 4.9	eV
total charge	0
E_HOMO (alpha / beta)	-4.68 / -4.67	eV
energy	-4099.0402	hartree

natural (NBO) population analysis, charges in e, atoms 1 to 5:
1 C -0.32
2 C -0.43
3 C -0.39
4 H 0.22
5 C -0.50

The following is a quantum chemistry calculation of an isolated molecule of C26H29ClN4O3, from the OMol25 dataset.

Positions of all 63 atoms, in Å:
C -8.040 3.020 0.843
C -6.577 2.673 0.597
C -6.328 2.064 -0.784
C -6.848 0.628 -0.890
O -6.232 -0.242 0.039
C -4.969 -0.674 -0.166
C -4.204 -0.472 -1.311
C -2.926 -0.991 -1.410
C -2.367 -1.735 -0.377
C -3.125 -1.945 0.775
C -4.394 -1.418 0.876
Cl -5.319 -1.671 2.311
H -2.717 -2.501 1.603
C -1.021 -2.304 -0.499
C 0.020 -1.599 -1.100
C 1.270 -2.194 -1.218
C 1.424 -3.492 -0.730
N 0.450 -4.164 -0.148
C -0.733 -3.591 -0.036
H -1.503 -4.197 0.422
H 2.376 -3.997 -0.818
C 2.437 -1.522 -1.857
O 3.242 -2.119 -2.546
N 2.529 -0.197 -1.599
H 1.904 0.228 -0.934
C 3.653 0.596 -2.044
C 4.222 1.457 -0.948
C 4.583 2.760 -1.251
C 4.986 3.639 -0.255
C 4.952 3.176 1.047
N 4.640 1.934 1.361
C 4.326 1.059 0.406
N 3.997 -0.218 0.828
C 3.792 -0.405 2.257
H 3.310 0.483 2.665
C 5.114 -0.660 2.987
H 4.937 -0.912 4.034
O 5.799 -1.762 2.428
C 6.034 -1.562 1.055
H 6.550 -2.455 0.698
C 4.722 -1.357 0.286
H 4.943 -1.221 -0.769
H 4.091 -2.243 0.407
H 6.680 -0.681 0.907
H 5.736 0.244 2.924
H 3.136 -1.274 2.374
H 5.192 3.817 1.886
H 5.278 4.650 -0.485
H 4.527 3.097 -2.277
H 3.333 1.250 -2.866
H 4.390 -0.104 -2.456
H -0.155 -0.602 -1.478
H -2.368 -0.835 -2.321
H -4.603 0.086 -2.144
H -6.735 0.249 -1.913
H -7.908 0.591 -0.629
H -6.818 2.665 -1.551
H -5.254 2.067 -0.983
H -6.235 1.971 1.360
H -5.978 3.582 0.689
H -8.152 3.508 1.808
H -8.660 2.127 0.845
H -8.408 3.695 0.073

Values from the calculation:
gap between HOMO and LUMO	8.6	eV
total charge	0
E_HOMO	-8.10	eV
energy	-1913.1092	hartree
SMILES string	CCCCOc1ccc(-c2cncc(C(=O)NCc3cccnc3N3CCOCC3)c2)cc1Cl

natural (NBO) population analysis, charges in e, atoms 1 to 5:
1 C -0.61
2 C -0.40
3 C -0.43
4 C -0.06
5 O -0.48

The following is a quantum chemistry calculation of a structure of composition C26H29F6N5O8RuS3Si in a non-equilibrium geometry, from the OMol25 dataset.

Positions of all 79 atoms, in Å:
Ru 0.005 0.387 0.141
C -2.287 -2.423 -0.501
Si -2.992 -0.720 -0.354
C -3.970 -0.646 1.220
C -4.037 -0.659 -1.900
N -1.827 0.635 -0.378
C -2.280 1.878 -0.880
C -3.647 2.167 -0.951
C -4.144 3.244 -1.673
C -3.272 4.077 -2.345
C -1.906 3.896 -2.169
C -1.438 2.877 -1.358
O -0.127 2.701 -0.976
C 0.823 3.719 -0.932
C 0.521 5.073 -0.874
C 1.560 5.994 -0.805
C 2.883 5.581 -0.765
C 3.161 4.220 -0.747
C 2.129 3.300 -0.816
H -3.107 -3.058 -0.851
H -1.928 -2.830 0.440
H -1.490 -2.472 -1.244
H -4.538 -1.568 1.392
H -4.669 0.194 1.254
H -3.260 -0.522 2.045
H -4.739 -1.501 -1.885
H -3.370 -0.794 -2.757
H -4.604 0.251 -2.065
H -4.336 1.515 -0.436
H -5.214 3.409 -1.721
H -3.634 4.883 -2.971
H -1.204 4.539 -2.678
H -0.497 5.422 -0.843
H 1.317 7.049 -0.771
H 3.685 6.307 -0.726
H 4.178 3.855 -0.671
H 2.325 2.244 -0.751
F 3.908 -2.358 -0.711
C 4.651 -1.262 -0.778
F 5.434 -1.338 -1.851
F 5.420 -1.198 0.310
S 3.642 0.267 -0.868
O 2.580 0.113 0.119
O 4.616 1.290 -0.636
N 3.166 0.255 -2.362
S 1.704 0.346 -2.927
O 0.649 0.053 -1.969
O 1.522 1.502 -3.743
C 1.671 -1.070 -4.115
F 0.417 -1.492 -4.248
F 2.106 -0.639 -5.299
F 2.438 -2.076 -3.733
C -2.072 -3.552 3.106
C -0.690 -3.321 3.708
C 0.401 -2.945 2.701
C 1.684 -2.607 3.510
C 2.925 -2.239 2.713
C 0.712 -4.131 1.813
O 0.777 -5.266 2.233
N 0.961 -3.849 0.493
C 0.838 -2.624 -0.177
O 1.105 -2.582 -1.351
N 0.358 -1.569 0.568
C 0.021 -1.722 1.894
O -0.577 -0.800 2.411
H -2.777 -3.851 3.883
H -2.050 -4.349 2.356
H -2.460 -2.645 2.643
H -0.351 -4.235 4.198
H -0.737 -2.528 4.454
H 1.885 -3.485 4.127
H 1.413 -1.783 4.173
H 3.235 -3.043 2.042
H 3.754 -2.048 3.397
H 2.775 -1.336 2.119
H 1.230 -4.621 -0.100
S -0.557 2.670 4.039
C -0.083 2.105 2.615
N 0.286 1.738 1.550

Values from the calculation:
⟨S²⟩	0.758
2S+1	2
gap between HOMO and LUMO (alpha / beta)	7.0 / 7.3	eV
total charge	-1
E_HOMO (alpha / beta)	-5.19 / -5.28	eV
energy	-4062.1895	hartree

Mulliken population analysis, charges in e, atoms 1 to 5:
1 Ru 1.82
2 C -0.66
3 Si -0.36
4 C -1.10
5 C -1.18